{
  "formula": "CHN2O3",
  "method": "wB97M-V/def2-TZVPD",
  "relative_energy_kcal_mol": 50.8,
  "charge": -1,
  "lumo_ev": 4.497,
  "homo_ev": -4.2999,
  "spin_multiplicity": 1,
  "smiles": "O=C([O-])n1[nH]o1",
  "species": ["O", "C", "O", "N", "N", "O", "H"],
  "xyz": [[-3.16871, -1.05672, 0.15288], [-2.62607, 0.06087, 0.01347], [-2.99195, 1.21330, 0.05461], [-1.14515, -0.03356, -0.53723], [-0.02741, -0.32592, 0.31885], [-0.51574, -1.28958, -0.51321], [0.71160, 0.03015, -0.22026]]
}


{
  "formula": "CHN2O3",
  "method": "wB97M-V/def2-TZVPD",
  "relative_energy_kcal_mol": 58.4,
  "charge": 1,
  "lumo_ev": -6.890,
  "homo_ev": -18.2800,
  "spin_multiplicity": 1,
  "smiles": "O=C=[NH+][N+](=O)[O-]",
  "species": ["O", "C", "N", "N", "O", "O", "H"],
  "xyz": [[2.00891, 1.38448, 0.04967], [1.27221, 0.53727, 0.01877], [0.38837, -0.34147, -0.02935], [-1.18234, -0.11423, -0.00380], [-1.57464, 0.06247, -1.06672], [-1.57356, -0.19827, 1.07115], [0.66104, -1.33026, -0.03971]]
}


{
  "formula": "CHN2O4",
  "method": "wB97M-V/def2-TZVPD",
  "relative_energy_kcal_mol": 135.6,
  "charge": -1,
  "lumo_ev": 4.007,
  "homo_ev": -4.1018,
  "spin_multiplicity": 1,
  "smiles": "[O-][N+]([O-])=C=[N+]([O-])O",
  "species": ["O", "N", "O", "C", "N", "O", "O", "H"],
  "xyz": [[-0.03815, 2.59087, 3.09267], [-0.07916, 2.29455, 1.88734], [0.37184, 3.05171, 0.99121], [-0.41884, 1.07861, 1.49232], [-1.04578, 0.49968, 0.57508], [-2.16032, 0.60963, 0.06766], [-0.35022, -0.83243, 0.13184], [0.26031, -0.65164, -0.60106]]
}


{
  "formula": "CHN3",
  "method": "wB97M-V/def2-TZVPD",
  "relative_energy_kcal_mol": 0.0,
  "charge": 0,
  "lumo_ev": 1.064,
  "homo_ev": -12.8116,
  "spin_multiplicity": 1,
  "smiles": "C#N.N#N",
  "species": ["C", "N", "H", "N", "N"],
  "xyz": [[1.26817, -0.72682, 0.21955], [1.22593, 0.35307, -0.15220], [0.98717, -1.77473, 0.39276], [-2.15292, 0.73093, -0.28677], [-1.32834, 1.41754, -0.17334]]
}


For each record above, in turn, the calculated E values are -373.84972; -373.46544; -448.95346; -202.97869 hartree.